No. 1
{
  "formula": "C49H58As2N3OP3S4Sc",
  "method": "ωB97M-V/def2-TZVPD",
  "species": ["Sc", "S", "P", "C", "P", "S", "C", "C", "C", "C", "C", "C", "C", "C", "C", "C", "C", "C", "C", "C", "C", "C", "C", "C", "C", "C", "C", "C", "C", "C", "H", "H", "H", "H", "H", "H", "H", "H", "H", "H", "H", "H", "H", "H", "H", "H", "H", "H", "H", "H", "C", "As", "C", "C", "C", "C", "C", "C", "C", "As", "C", "C", "H", "H", "H", "H", "H", "H", "H", "H", "H", "H", "H", "H", "H", "H", "H", "H", "C", "P", "C", "C", "O", "H", "H", "H", "H", "H", "H", "H", "H", "H", "C", "C", "C", "C", "N", "C", "S", "N", "C", "H", "H", "H", "H", "H", "H", "H", "H", "S", "C", "N", "C", "C", "C", "C", "H", "H", "H", "H", "H"],
  "coordinates": [[-0.5075, 0.7270, 0.9194], [-0.5416, -1.6622, 2.3568], [0.7558, -1.9235, 0.8227], [1.2796, -0.4401, 0.1378], [2.4536, 0.3279, 1.1357], [1.6474, 1.8716, 2.1661], [3.7424, 0.9935, 0.0287], [4.5918, 2.0085, 0.4650], [5.5935, 2.4893, -0.3639], [5.7603, 1.9508, -1.6350], [4.9185, 0.9385, -2.0732], [3.9069, 0.4626, -1.2449], [3.4209, -0.6152, 2.3651], [4.7105, -1.0630, 2.0944], [5.4408, -1.7261, 3.0722], [4.8871, -1.9481, 4.3235], [3.6004, -1.5016, 4.6013], [2.8743, -0.8334, 3.6305], [-0.1067, -2.8845, -0.4718], [-0.7396, -4.0862, -0.1564], [-1.3544, -4.8336, -1.1474], [-1.3458, -4.3833, -2.4658], [-0.7144, -3.1904, -2.7814], [-0.0924, -2.4448, -1.7834], [2.0578, -3.1374, 1.2188], [2.0403, -3.9010, 2.3764], [3.0257, -4.8587, 2.5910], [4.0256, -5.0522, 1.6505], [4.0440, -4.2890, 0.4872], [3.0647, -3.3343, 0.2746], [4.4620, 2.4226, 1.4587], [6.2484, 3.2794, -0.0199], [6.5497, 2.3177, -2.2782], [5.0555, 0.5160, -3.0614], [3.2201, -0.3090, -1.5770], [5.1519, -0.8998, 1.1191], [6.4461, -2.0628, 2.8549], [5.4583, -2.4649, 5.0839], [3.1654, -1.6718, 5.5778], [1.8805, -0.4667, 3.8522], [-0.7405, -4.4400, 0.8689], [-1.8338, -5.7730, -0.9005], [-1.8255, -4.9694, -3.2401], [-0.6909, -2.8463, -3.8109], [0.4286, -1.5232, -2.0079], [1.2634, -3.7361, 3.1144], [3.0151, -5.4479, 3.4989], [4.7959, -5.7923, 1.8245], [4.8265, -4.4360, -0.2462], [3.0730, -2.7342, -0.6295], [-0.3383, 1.4518, 5.0822], [-1.3901, 1.3741, 3.4650], [-2.8812, 0.3227, 4.1545], [-2.0855, 3.1875, 3.2708], [-1.6428, 4.2337, 4.0719], [-1.9913, 5.5459, 3.7744], [-2.7842, 5.8162, 2.6694], [-3.2322, 4.7735, 1.8639], [-2.8846, 3.4602, 2.1512], [-3.4053, 1.9304, 1.0420], [-5.1188, 1.6049, 1.9098], [-4.0998, 2.7849, -0.5574], [0.5330, 2.0878, 4.9449], [-0.0015, 0.4368, 5.2900], [-0.9546, 1.8080, 5.9067], [-3.4959, 0.9122, 4.8328], [-2.4435, -0.5168, 4.6949], [-3.4763, -0.0798, 3.3387], [-1.0172, 4.0349, 4.9333], [-1.6421, 6.3534, 4.4049], [-3.0556, 6.8372, 2.4324], [-3.8503, 5.0006, 1.0035], [-5.7536, 2.4720, 1.7324], [-4.9822, 1.4730, 2.9777], [-5.5772, 0.7108, 1.4891], [-4.8486, 3.5287, -0.2895], [-4.5627, 2.0003, -1.1546], [-3.2986, 3.2363, -1.1353], [-0.8957, 4.6882, -1.5245], [0.1988, 3.6847, -0.5300], [1.3139, 2.8535, -1.6625], [1.1669, 4.8303, 0.4390], [-0.6390, 2.7349, 0.3293], [-0.3202, 5.4333, -2.0749], [-1.6167, 5.1889, -0.8767], [-1.4238, 4.0417, -2.2262], [2.3212, 3.2626, -1.5664], [0.9654, 2.9829, -2.6872], [1.3443, 1.7820, -1.4477], [1.5128, 5.6403, -0.2049], [2.0146, 4.3101, 0.8808], [0.5420, 5.2343, 1.2381], [-2.0647, -0.1353, -6.7928], [-1.0821, -0.0138, -5.6753], [0.2582, -0.2097, -5.7862], [1.0479, -0.0109, -4.6312], [0.5436, 0.3378, -3.4653], [-0.7946, 0.4800, -3.3288], [-1.5883, 0.8520, -1.9051], [-1.5669, 0.3241, -4.4582], [2.5287, -0.2108, -4.6754], [-1.5700, -0.4710, -7.6998], [-2.5351, 0.8298, -6.9889], [-2.8516, -0.8472, -6.5387], [0.6991, -0.4875, -6.7313], [-2.5611, 0.4638, -4.3282], [2.9238, -0.1314, -5.6862], [2.7557, -1.2101, -4.2936], [3.0130, 0.5102, -4.0196], [-3.4589, -1.3656, 0.1892], [-4.1047, -2.7074, -0.5807], [-4.3377, -3.8488, 0.1315], [-4.8756, -4.9923, -0.3670], [-5.2283, -5.0659, -1.6719], [-5.0080, -3.9228, -2.4795], [-4.4586, -2.7922, -1.9599], [-4.0648, -3.8012, 1.1053], [-4.9986, -5.8047, 0.3338], [-5.6637, -5.9696, -2.0687], [-5.2777, -3.9567, -3.5277], [-4.2711, -1.9150, -2.5618]],
  "gap_ev": 6.89,
  "total_energy_ev": -271859.322,
  "mol_weight_g_mol": 1121.01,
  "de_lowest_kj_mol": 117.6,
  "total_charge": 1
}


No. 2
{
  "formula": "C49H58N4O",
  "method": "ωB97M-V/def2-TZVPD",
  "species": ["C", "C", "C", "C", "C", "C", "C", "C", "C", "C", "C", "C", "C", "C", "N", "C", "C", "N", "C", "C", "C", "C", "C", "C", "C", "C", "C", "C", "C", "C", "C", "C", "C", "C", "C", "C", "C", "C", "C", "C", "H", "H", "H", "H", "H", "H", "H", "H", "H", "H", "H", "H", "H", "H", "H", "H", "H", "H", "H", "H", "H", "H", "H", "H", "H", "H", "H", "H", "H", "H", "H", "H", "H", "H", "H", "H", "H", "H", "H", "H", "H", "H", "H", "H", "H", "H", "H", "H", "H", "H", "C", "O", "C", "C", "C", "C", "C", "C", "C", "N", "C", "N", "C", "C", "H", "H", "H", "H", "H", "H", "H", "H"],
  "coordinates": [[1.5223, -3.4009, -2.1439], [0.6694, -3.8358, -0.9640], [-0.8174, -3.5937, -1.2405], [0.8871, -5.3564, -0.8188], [1.0358, -3.1347, 0.3698], [0.4519, -3.7311, 1.4877], [0.9531, -3.4823, 2.7564], [1.9897, -2.5749, 2.9018], [2.5196, -1.8487, 1.8308], [3.7206, -0.9488, 2.2522], [4.5431, -0.3670, 1.1207], [4.7021, -1.7688, 3.1164], [3.1683, 0.2125, 3.0855], [1.8672, -1.9934, 0.5622], [1.8586, -0.9444, -0.4394], [2.8904, -0.6280, -1.3101], [2.5220, 0.4112, -2.0783], [1.1839, 0.7114, -1.7825], [0.4300, 1.8025, -2.3590], [0.1332, 2.9372, -1.5516], [1.1302, 3.5514, -0.5218], [0.5903, 4.8676, 0.0607], [2.4901, 3.7798, -1.1863], [1.3694, 2.6322, 0.6650], [-1.1026, 3.5649, -1.7690], [-1.8049, 3.3298, -2.9488], [-1.2601, 2.5039, -3.9229], [-0.1338, 1.7087, -3.6658], [0.4457, 0.8412, -4.8282], [-0.5037, 0.7808, -6.0377], [0.6665, -0.6106, -4.4177], [1.7559, 1.4795, -5.3122], [0.7619, -0.1439, -0.7612], [-0.3379, 0.0486, 0.1003], [-1.6301, 0.4794, -0.4359], [-2.1173, -0.0884, -1.6368], [-3.3649, 0.2792, -2.1446], [-4.1794, 1.1622, -1.4229], [-3.6936, 1.7518, -0.2446], [-2.3957, 1.4855, 0.1913], [2.5901, -3.4956, -1.9113], [1.3040, -4.0478, -3.0065], [1.2960, -2.3761, -2.4416], [-1.4480, -4.1618, -0.5445], [-1.0701, -2.5322, -1.1247], [-1.0790, -3.9044, -2.2610], [0.2510, -5.8107, -0.0516], [0.6647, -5.8636, -1.7665], [1.9314, -5.5729, -0.5642], [-0.3787, -4.4327, 1.3699], [0.5423, -3.9970, 3.6252], [2.3969, -2.4236, 3.9053], [4.0240, 0.4543, 0.6195], [5.4702, 0.0572, 1.5317], [4.8311, -1.1484, 0.4131], [4.2827, -2.0654, 4.0830], [5.0171, -2.6701, 2.5757], [5.6031, -1.1769, 3.3265], [2.5667, -0.1392, 3.9345], [3.9903, 0.8365, 3.4674], [2.5159, 0.8457, 2.4670], [3.8163, -1.1864, -1.3034], [3.0858, 0.9478, -2.8318], [-0.2588, 4.6775, 0.7297], [1.3646, 5.3628, 0.6604], [0.2771, 5.5659, -0.7227], [2.9176, 2.8270, -1.5231], [2.3976, 4.4457, -2.0513], [3.1825, 4.2267, -0.4583], [1.8009, 1.6806, 0.3519], [2.0520, 3.1006, 1.3902], [0.4299, 2.4364, 1.1766], [-1.5074, 4.2677, -1.0347], [-2.7684, 3.8173, -3.1156], [-1.7529, 2.4658, -4.8996], [-0.5700, 1.7467, -6.5541], [-0.1242, 0.0483, -6.7652], [-1.5085, 0.4527, -5.7406], [1.5713, -0.7291, -3.8231], [-0.1986, -0.9959, -3.8648], [0.7980, -1.2426, -5.3086], [2.5043, 1.5285, -4.5155], [2.1759, 0.9035, -6.1489], [1.5643, 2.5063, -5.6522], [-0.0135, 0.3191, 1.1151], [-1.4796, -0.8120, -2.1526], [-3.7015, -0.1330, -3.1062], [-5.1697, 1.4256, -1.8043], [-4.3215, 2.4332, 0.3330], [-1.9519, 2.0328, 1.0336], [-6.3095, 0.6998, 5.7591], [-5.9982, -0.5005, 4.9838], [-5.0722, -0.4323, 3.9898], [-4.6553, -1.6325, 3.3415], [-3.4671, -1.6503, 2.6321], [-2.6286, -0.5097, 2.5886], [-1.2069, -0.6243, 2.1931], [-0.3044, -0.1296, 3.2302], [0.0257, -0.8856, 4.3787], [0.3168, -1.4766, 5.3528], [-0.1107, 1.2510, 3.4192], [0.0747, 2.4086, 3.5666], [-3.1598, 0.7054, 3.0758], [-4.4055, 0.7648, 3.6624], [-7.0786, 0.3764, 6.4633], [-5.4411, 1.0802, 6.3169], [-6.6995, 1.5218, 5.1342], [-5.2418, -2.5330, 3.4943], [-3.1276, -2.5684, 2.1376], [-0.9663, -1.5673, 1.6843], [-2.5473, 1.6108, 3.0310], [-4.8273, 1.7270, 3.9473]],
  "gap_ev": 5.76,
  "total_energy_ev": -59755.961,
  "mol_weight_g_mol": 719.03,
  "de_lowest_kj_mol": 0.0,
  "total_charge": 0
}


No. 3
{
  "formula": "C49H59AsBrGe2N5O2S4Si3Ti",
  "method": "ωB97M-V/def2-TZVPD",
  "species": ["Ti", "Br", "C", "C", "C", "C", "C", "C", "N", "C", "C", "C", "C", "C", "C", "N", "H", "H", "H", "H", "H", "H", "H", "H", "H", "C", "O", "C", "C", "C", "C", "C", "C", "N", "N", "C", "C", "C", "C", "O", "C", "N", "C", "C", "C", "C", "H", "H", "H", "H", "H", "H", "H", "H", "H", "H", "H", "H", "S", "As", "S", "S", "S", "Ge", "C", "C", "C", "C", "C", "C", "C", "C", "C", "C", "C", "C", "H", "H", "H", "H", "H", "H", "H", "H", "H", "H", "H", "C", "Si", "C", "C", "Ge", "Si", "C", "C", "C", "Si", "C", "C", "C", "H", "H", "H", "H", "H", "H", "H", "H", "H", "H", "H", "H", "H", "H", "H", "H", "H", "H", "H", "H", "H", "H", "H", "H", "H", "H", "H"],
  "coordinates": [[0.6153, -0.3440, 0.2369], [7.4337, -3.1727, 2.3711], [5.6786, -2.8566, 1.7021], [4.6789, -3.7822, 1.9454], [3.3994, -3.5484, 1.4577], [3.1035, -2.4016, 0.7076], [4.1352, -1.4864, 0.4963], [5.4116, -1.7011, 0.9927], [1.8028, -2.1576, 0.2429], [1.0402, -3.2550, -0.0449], [-0.3129, -3.1240, -0.0908], [-1.1555, -4.2122, -0.4965], [-2.4947, -4.0958, -0.4207], [-3.0404, -2.8656, 0.0816], [-2.2188, -1.8379, 0.3708], [-0.8377, -1.8846, 0.2969], [4.8900, -4.6751, 2.5215], [2.6034, -4.2400, 1.7026], [3.9375, -0.6002, -0.0823], [6.1897, -0.9658, 0.8281], [1.4834, -4.2245, -0.2471], [-0.6775, -5.1169, -0.8562], [-3.1462, -4.8980, -0.7439], [-4.1121, -2.7236, 0.1679], [-2.6503, -0.9015, 0.6801], [-1.0949, 7.7773, 3.9268], [-0.3110, 6.7238, 4.4608], [0.8629, 6.4608, 3.8440], [1.4150, 7.2539, 2.8488], [2.6326, 6.8935, 2.2823], [3.2804, 5.7275, 2.6550], [2.7103, 4.9363, 3.6604], [1.5321, 5.3145, 4.2656], [4.6099, 5.4935, 2.1701], [5.0459, 4.3495, 2.0276], [4.1911, 3.2244, 1.8640], [4.5398, 2.0591, 2.4968], [3.7049, 0.9259, 2.4952], [2.5701, 0.9203, 1.7310], [1.6367, -0.0208, 1.7338], [2.3774, 1.9940, 0.8220], [1.4467, 1.7572, -0.1424], [1.1471, 2.7415, -0.9499], [1.7775, 3.9964, -0.8841], [2.7592, 4.2229, 0.0377], [3.0978, 3.2007, 0.9443], [-2.0344, 7.7616, 4.4705], [-1.2926, 7.6267, 2.8628], [-0.6174, 8.7496, 4.0708], [0.9214, 8.1569, 2.5160], [3.0868, 7.5187, 1.5204], [3.2225, 4.0419, 3.9917], [1.0897, 4.7214, 5.0577], [5.4482, 2.0640, 3.0917], [3.9609, 0.0467, 3.0693], [0.3813, 2.5436, -1.6879], [1.4912, 4.7654, -1.5909], [3.2792, 5.1731, 0.0525], [-4.1006, 2.2682, -1.4252], [-2.2589, 1.3665, -1.6408], [-1.2340, 1.1808, 0.6609], [-2.7102, -0.7761, -2.5342], [-4.5584, -0.8349, -3.1328], [1.1819, -0.6512, -2.2583], [0.6471, 0.2850, -3.9467], [-0.1627, -0.3539, -4.8899], [-0.5802, 0.2972, -6.0473], [-0.1844, 1.6065, -6.2937], [0.6483, 2.2498, -5.3876], [1.0542, 1.5934, -4.2290], [3.1657, -0.5086, -2.4962], [3.8708, 0.6728, -2.2238], [5.2549, 0.7484, -2.3611], [5.9717, -0.3672, -2.7767], [5.2939, -1.5476, -3.0568], [3.9110, -1.6132, -2.9155], [1.0118, -2.1201, -2.7572], [-0.4694, -1.3791, -4.7151], [-1.2269, -0.2168, -6.7498], [-0.5213, 2.1192, -7.1880], [0.9767, 3.2665, -5.5786], [1.7227, 2.1092, -3.5458], [3.3409, 1.5565, -1.8850], [5.7727, 1.6748, -2.1315], [7.0502, -0.3174, -2.8794], [5.8445, -2.4238, -3.3811], [3.3941, -2.5435, -3.1283], [-5.1710, 0.4469, 1.5726], [-4.1276, 0.0284, 3.0556], [-4.2369, -1.8117, 3.4083], [-4.8212, 0.9140, 4.5685], [-1.8529, 0.8279, 2.8883], [-0.3681, -0.4844, 4.2434], [0.0395, -2.2261, 3.7212], [-1.5279, -0.6480, 5.7406], [1.0328, 0.5215, 4.9907], [-1.7647, 3.2066, 3.2120], [-1.7842, 3.6880, 5.0307], [-0.1977, 3.8561, 2.4290], [-3.2246, 3.9344, 2.2969], [-6.2297, 0.5012, 1.8547], [-5.0703, -0.2970, 0.7751], [-4.8820, 1.4063, 1.1395], [-5.2885, -2.1257, 3.4416], [-3.7840, -2.0644, 4.3704], [-3.7320, -2.3978, 2.6377], [-5.8328, 0.5575, 4.8002], [-4.8701, 1.9975, 4.4029], [-4.1892, 0.7376, 5.4469], [-0.8796, -2.7769, 3.5010], [0.5752, -2.7414, 4.5275], [0.6679, -2.2394, 2.8264], [-2.4409, -1.2001, 5.5043], [-1.8267, 0.3476, 6.1002], [-1.0257, -1.1659, 6.5691], [1.9957, 0.3468, 4.5068], [1.1331, 0.2711, 6.0520], [0.8169, 1.5932, 4.9092], [-1.0018, 3.1532, 5.5825], [-2.7480, 3.4508, 5.4972], [-1.6005, 4.7654, 5.1429], [0.6907, 3.3749, 2.8521], [-0.0930, 4.9390, 2.5722], [-0.2157, 3.6537, 1.3567], [-4.1771, 3.6784, 2.7742], [-3.2479, 3.5440, 1.2719], [-3.1530, 5.0277, 2.2393]],
  "gap_ev": [4.74, 4.50],
  "total_energy_ev": -397324.341,
  "multiplicity": 2,
  "mol_weight_g_mol": 1310.48,
  "de_lowest_kj_mol": 261.8,
  "total_charge": -1
}